1.
Formula: C5H14N2O
Source: the OMol25 dataset
Level of theory: wB97M-V/def2-TZVPD

ORCA input file:
```
! wB97M-V def2-TZVPD RIJCOSX def2/J DEFGRID3
* xyz 1 2
C -0.53248 1.72848 0.32041
C -0.67463 0.18157 0.34309
C -1.30714 -0.21619 -0.96174
C -1.34844 -1.77755 -1.08293
O -0.10742 -2.42741 -1.27214
N 0.61233 -0.34007 0.79192
C 1.88005 0.28352 0.50949
N 2.22727 1.14139 1.73152
H 0.05376 2.11782 1.09095
H -0.01566 2.16440 -0.53949
H -1.45952 2.27036 0.27229
H -1.43177 0.00347 1.14040
H -2.22470 0.29845 -0.97213
H -0.85006 0.10914 -1.94771
H -1.96765 -2.07258 -1.94104
H -1.67308 -2.27716 -0.18546
H -0.04217 -3.17239 -1.84303
H 0.61054 -1.39708 0.57107
H 2.60245 -0.64054 0.50430
H 1.96275 0.86130 -0.42203
H 2.14543 2.05212 1.29511
H 1.54014 1.10893 2.59715
*
```

Output
HOMO level (alpha / beta) = -14.40 / -14.37 eV
molar mass = 118.18 g mol⁻¹
energy above the lowest of the compared OMol25 structures with the same formula, charge and spin = 256.7 kJ/mol
HOMO-LUMO gap (alpha / beta) = 11.76 / 6.52 eV
DFT total energy = -383.2778 Eh
<S²> = 0.76
LUMO (alpha / beta) = -2.639 / -7.856 eV
max |F| = 4.62 eV/Å

Here are the Mulliken charges for atoms 1 to 6, given in e: C -1.710; C 0.383; C -0.610; C -0.696; O -0.564; N -0.017


2.
Formula: C5H14N2O2
Source: the OMol25 dataset
Level of theory: wB97M-V/def2-TZVPD

ORCA input file:
```
! wB97M-V def2-TZVPD RIJCOSX def2/J DEFGRID3
* xyz 0 1
C 0.72124 1.22510 1.83405
N 1.38818 0.18673 1.11316
C 0.85017 -0.45760 -0.03821
C 0.58993 0.58870 -1.14034
N 0.26914 0.09328 -2.46962
C -0.47662 -1.24898 0.18244
C -0.34679 -2.69995 -0.20194
O -0.51744 -3.60988 0.54754
H 1.30747 1.53479 2.70211
H 0.49694 2.12685 1.23355
H -0.29961 0.99782 2.16415
H 2.02430 -0.37061 1.64043
H 1.59612 -1.17245 -0.43760
H -0.17509 1.28416 -0.78568
H 1.48702 1.22264 -1.25681
H 0.09059 -0.89488 -2.46786
H 0.95245 0.34746 -3.17188
H -0.78819 -1.14407 1.22514
H -1.32965 -0.78587 -0.32515
H 0.05154 -2.64885 -1.25603
O -2.59685 1.44599 0.45198
H -2.11112 1.83455 -0.28801
H -3.18374 2.14507 0.74458
*
```

Output
HOMO level = -8.41 eV
molar mass = 134.18 g mol⁻¹
energy above the lowest of the compared OMol25 structures with the same formula, charge and spin = 238.7 kJ/mol
HOMO-LUMO gap = 9.08 eV
DFT total energy = -458.8467 Eh
LUMO = 0.673 eV
max |F| = 2.47 eV/Å
SMILES = CN[C@H](CN)CC=O.O

Here are the Mulliken charges for atoms 1 to 6, given in e: C -0.854; N -0.258; C -0.022; C -0.469; N -0.536; C -0.600


3.
Formula: C5H14N2O2
Source: the OMol25 dataset
Level of theory: wB97M-V/def2-TZVPD

ORCA input file:
```
! wB97M-V def2-TZVPD RIJCOSX def2/J DEFGRID3
* xyz 0 1
C 2.16286 0.13273 0.80436
C 0.96321 1.05029 0.69867
N -0.46371 0.41108 0.36413
C -1.47885 1.46087 0.23029
C -0.86298 -0.52011 1.42679
H 2.52639 -0.12043 -0.19405
H 2.99576 0.67282 1.27007
H 1.95388 -0.75679 1.40460
H 0.81717 1.55819 1.65742
H 1.16980 1.82672 -0.04304
H -1.59867 2.03695 1.15343
H -2.45491 1.03461 -0.03235
H -1.21018 2.14293 -0.58194
H -1.91699 -0.80771 1.33262
H -0.28039 -1.44115 1.34156
H -0.72428 -0.09643 2.42726
N -0.15094 -0.38174 -2.50899
C -0.03650 -1.35286 -1.55166
O 1.04492 -1.89270 -1.27417
O -1.18542 -2.07933 -1.48516
H -1.09273 -0.03496 -2.63043
H 0.72148 0.06549 -2.75091
H -0.89890 -2.90847 -1.05848
*
```

Output
HOMO level = -8.65 eV
molar mass = 134.18 g mol⁻¹
energy above the lowest of the compared OMol25 structures with the same formula, charge and spin = 129.3 kJ/mol
HOMO-LUMO gap = 9.46 eV
DFT total energy = -458.8883 Eh
LUMO = 0.809 eV
max |F| = 4.40 eV/Å
SMILES = CCN(C)C.NC(=O)O

Here are the Mulliken charges for atoms 1 to 6, given in e: C -1.080; C -0.567; N 0.321; C -1.172; C -1.168; H 0.229


4.
Formula: C5H14N2O2
Source: the OMol25 dataset
Level of theory: wB97M-V/def2-TZVPD

ORCA input file:
```
! wB97M-V def2-TZVPD RIJCOSX def2/J DEFGRID3
* xyz 0 1
N -1.45354 1.16643 -1.06687
C -1.94631 0.27432 -0.04514
N -2.15371 0.97101 1.22218
C -0.90880 -0.83954 0.19744
O -1.32666 -1.70558 1.22463
O -0.66782 -1.52651 -0.97347
H -0.63880 1.66023 -0.71910
H -2.15788 1.85876 -1.29598
H -2.85992 -0.20241 -0.43986
H -3.05466 1.43448 1.24303
H -2.11847 0.31192 1.99223
H 0.02644 -0.37168 0.57232
H -1.97117 -2.31664 0.84510
H 0.29977 -1.75252 -1.01916
C 2.30151 -1.11832 -0.82306
C 2.33675 -0.27321 0.20583
C 2.26166 1.21345 0.07281
H 2.52748 -2.16582 -0.69747
H 2.16775 -0.76080 -1.83225
H 2.58649 -0.63858 1.19458
H 3.24026 1.65400 0.27612
H 1.94845 1.49725 -0.93002
H 1.56118 1.62977 0.79609
*
```

Output
HOMO level = -9.14 eV
molar mass = 134.18 g mol⁻¹
energy above the lowest of the compared OMol25 structures with the same formula, charge and spin = 181.1 kJ/mol
HOMO-LUMO gap = 10.12 eV
DFT total energy = -458.8686 Eh
LUMO = 0.988 eV
max |F| = 1.33 eV/Å
SMILES = NC(N)C(O)O.C=CC

Here are the Mulliken charges for atoms 1 to 6, given in e: N -0.559; C 0.163; N -0.683; C 0.355; O -0.583; O -0.475


5.
Formula: C5H14N2O2
Source: the OMol25 dataset
Level of theory: wB97M-V/def2-TZVPD

ORCA input file:
```
! wB97M-V def2-TZVPD RIJCOSX def2/J DEFGRID3
* xyz 2 1
O -2.75526 -1.71387 -0.54358
C -1.60658 -1.46117 -0.68570
C -0.65909 -1.66583 0.54116
C -0.04654 -0.33183 0.92448
C 1.19726 -0.00475 0.08980
C 1.99307 2.07672 -0.92237
N 1.50839 1.43481 0.10544
N -1.48990 -2.24742 1.67154
H -1.15855 -1.10347 -1.61892
H 0.09891 -2.42161 0.32493
H -0.81813 0.51324 0.87863
H 0.24989 -0.35069 2.05254
H 1.11455 -0.35228 -0.92922
H 2.11034 -0.56704 0.54046
H 2.21109 3.14511 -0.84191
H 2.29303 1.56833 -1.85592
H 1.30905 1.93854 1.00889
H -0.91710 -2.68746 2.38252
H -2.11859 -2.97226 1.36068
H -2.11150 -1.46865 2.14781
H -0.10360 2.50964 -2.92276
H -0.33733 3.51842 -1.78073
O 0.03660 2.64353 -1.92778
*
```

Output
HOMO level = -17.89 eV
molar mass = 134.18 g mol⁻¹
energy above the lowest of the compared OMol25 structures with the same formula, charge and spin = 0.0 kJ/mol
HOMO-LUMO gap = 10.58 eV
DFT total energy = -458.2494 Eh
LUMO = -7.308 eV
max |F| = 2.83 eV/Å

Here are the Mulliken charges for atoms 1 to 6, given in e: O -0.397; C 0.012; C -0.284; C -0.658; C -0.700; C -0.226


6.
Formula: C5H14N2OP
Source: the OMol25 dataset
Level of theory: wB97M-V/def2-TZVPD

ORCA input file:
```
! wB97M-V def2-TZVPD RIJCOSX def2/J DEFGRID3
* xyz 1 1
C -1.31500 1.14547 1.21360
C -0.02962 0.63622 0.47685
N 0.49977 -0.53312 0.87668
P 0.53336 -2.13761 -0.27812
C -0.34222 -3.39461 0.73873
O -0.09201 -2.06200 -1.57739
N 0.31750 1.24333 -0.62027
C -0.45639 2.22751 -1.26667
C 1.47819 0.72143 -1.36160
H -2.00426 1.45815 0.39457
H -1.82775 0.45586 1.84361
H -0.91671 2.04358 1.80905
H 0.46459 -0.54537 1.84048
H 2.05799 -2.12961 -0.25722
H -1.18503 -2.88541 0.96541
H -0.20940 -4.31530 0.26256
H 0.06844 -3.51043 1.74500
H -0.48007 1.91334 -2.26420
H -1.55974 2.24292 -0.87299
H -0.02760 3.10925 -1.05083
H 2.14884 1.52092 -1.65966
H 1.97328 0.08479 -0.61904
H 1.05656 0.29063 -2.28182
*
```

Output
HOMO level = -14.13 eV
molar mass = 149.15 g mol⁻¹
energy above the lowest of the compared OMol25 structures with the same formula, charge and spin = 124.4 kJ/mol
HOMO-LUMO gap = 10.64 eV
DFT total energy = -724.7354 Eh
LUMO = -3.492 eV
max |F| = 4.81 eV/Å
SMILES = C/C(=[NH+]/[P@@H](C)=O)N(C)C

Here are the Mulliken charges for atoms 1 to 6, given in e: C -1.210; C 0.901; N -0.493; P 0.530; C -0.971; O -0.540


7.
Formula: C5H14N2S
Source: the OMol25 dataset
Level of theory: wB97M-V/def2-TZVPD

ORCA input file:
```
! wB97M-V def2-TZVPD RIJCOSX def2/J DEFGRID3
* xyz 0 1
C 1.53766 -1.47200 -1.82712
N 2.23014 -1.06515 -0.64327
C 1.57326 -0.67054 0.53398
C 1.02793 0.80475 0.31694
N -0.07010 0.94163 1.31131
C -1.35512 1.45502 0.87745
C -2.19046 0.30783 0.16670
S -3.91132 0.37961 0.83942
H 2.33188 -1.82692 -2.41360
H 0.93943 -0.73541 -2.30151
H 0.91930 -2.39499 -1.46983
H 3.08384 -0.62268 -0.78739
H 0.71859 -1.38930 0.64561
H 2.17473 -0.69594 1.46917
H 1.76072 1.60241 0.37392
H 0.53494 0.82016 -0.72080
H 0.23143 1.34721 2.26289
H -1.93439 1.87442 1.82012
H -1.22727 2.31290 0.09761
H -1.63733 -0.63920 0.48325
H -2.35283 0.14015 -0.93528
H -4.38501 -0.47398 -0.09959
*
```

Output
HOMO level = -8.02 eV
molar mass = 134.25 g mol⁻¹
energy above the lowest of the compared OMol25 structures with the same formula, charge and spin = 191.8 kJ/mol
HOMO-LUMO gap = 8.96 eV
DFT total energy = -706.5171 Eh
LUMO = 0.944 eV
max |F| = 3.68 eV/Å
SMILES = CNCCNCCS

Here are the Mulliken charges for atoms 1 to 6, given in e: C -0.852; N -0.269; C -0.480; C -0.473; N -0.265; C -0.726


8.
Formula: C5H14N2Si
Source: the OMol25 dataset
Level of theory: wB97M-V/def2-TZVPD

ORCA input file:
```
! wB97M-V def2-TZVPD RIJCOSX def2/J DEFGRID3
* xyz 0 1
C -1.34831 -0.06700 0.56401
C -0.50461 0.01978 1.55517
C 2.52239 2.25865 0.25755
C 0.43601 1.23583 1.52858
C 1.38424 1.12420 0.33866
N -0.32092 -2.51613 -1.32955
N -2.83686 -1.95709 -1.96152
Si -1.25156 -1.15280 -1.85437
H -2.19910 -0.78154 0.41199
H -1.40953 0.89149 0.03626
H -0.26763 -0.86620 2.20936
H 1.97794 3.15396 -0.01215
H 3.29588 2.01426 -0.50681
H 2.80930 2.28322 1.32776
H -0.19236 2.05671 1.29332
H 1.00494 1.19504 2.50345
H 1.96633 0.23625 0.43398
H 0.77909 1.12249 -0.59921
H -0.46171 -2.88843 -0.40618
H 0.67087 -2.65045 -1.44821
H -2.87819 -2.01821 -2.95805
H -3.17623 -2.69404 -1.38402
*
```

Output
HOMO level = -8.02 eV
molar mass = 130.27 g mol⁻¹
energy above the lowest of the compared OMol25 structures with the same formula, charge and spin = 195.7 kJ/mol
HOMO-LUMO gap = 8.39 eV
DFT total energy = -597.8428 Eh
LUMO = 0.372 eV
max |F| = 2.84 eV/Å

Here are the Mulliken charges for atoms 1 to 6, given in e: C -1.110; C -0.012; C -1.124; C -0.736; C -0.253; N -0.453


Which formula does entry 1 have?
C5H14N2O


Among the records above, which one has the lowest DFT total energy?
C5H14N2OP


Look up the max |F| of the fifth one.
2.83 eV/Å